Entry 1:
Molecular formula: C5H10NO2
Method: DFT, ωB97M-V/def2-TZVPD

Geometry (Å):
O: -3.513 0.539 -1.280
O: -2.775 -0.151 0.718
N: 3.001 0.745 0.549
C: 2.209 0.162 -0.332
C: 0.923 -0.603 0.027
C: -3.234 0.702 -0.072
C: 0.005 -0.389 -1.222
C: 0.295 -0.056 1.305
H: -0.181 0.672 -1.381
H: 1.175 0.143 1.935
H: 2.951 -0.262 0.925
H: -0.410 -0.752 1.744
H: -0.947 -0.871 -0.987
H: 1.092 -1.690 0.007
H: -3.512 1.711 0.335
H: 0.498 -0.908 -2.045
H: 2.557 0.076 -1.373
H: -0.134 0.929 1.148

Total energy ... -10930.922 eV
HOMO level ... -4.17 eV
Energy above the lowest of the compared OMol25 structures with the same formula, charge and spin ... 322.5 kJ/mol
Charge ... -1

***

Entry 2:
Molecular formula: C5H10NO2
Method: DFT, ωB97M-V/def2-TZVPD

Geometry (Å):
O: 0.357 -0.078 -2.364
O: 1.761 -0.870 3.252
N: 0.627 -0.553 1.411
C: 0.318 0.190 0.083
C: 1.684 -0.228 2.213
C: 0.953 -0.497 -1.306
C: -1.805 0.885 -1.205
C: -1.203 0.224 -0.013
H: -1.514 -0.855 0.035
H: 0.239 -1.480 1.570
H: 0.579 -1.578 -1.176
H: 0.715 1.133 0.379
H: -1.853 0.172 -2.066
H: 2.360 0.560 2.183
H: -0.998 1.614 -1.546
H: -1.476 0.665 0.960
H: 2.048 -0.583 -1.229
H: -2.792 1.278 -1.182

Total energy ... -10928.696 eV
HOMO level (spin up / spin down) ... -9.69 / -9.59 eV
Multiplicity ... 2
Energy above the lowest of the compared OMol25 structures with the same formula, charge and spin ... 192.3 kJ/mol
Expectation value of S² ... 0.7555
Charge ... 0

***

Entry 3:
Molecular formula: C5H10NO2
Method: DFT, ωB97M-V/def2-TZVPD

Geometry (Å):
O: 3.203 -0.508 -0.023
O: 2.137 1.445 -0.108
N: 0.384 -0.683 0.965
C: -0.765 -0.535 0.161
C: -1.446 0.753 0.298
C: 2.225 0.196 -0.434
C: -1.102 -1.487 -0.716
C: -2.687 1.006 -0.096
H: -3.129 1.976 0.046
H: 1.416 1.953 -0.513
H: 3.816 -0.059 0.594
H: -0.877 1.525 0.803
H: -1.938 -1.367 -1.377
H: 1.605 -0.263 -1.200
H: -3.308 0.260 -0.557
H: 0.667 -1.645 1.105
H: -0.561 -2.414 -0.777
H: 0.359 -0.154 1.827

Total energy ... -10923.713 eV
HOMO level (spin up / spin down) ... -12.28 / -12.28 eV
Energy above the lowest of the compared OMol25 structures with the same formula, charge and spin ... 225.6 kJ/mol
Charge ... +1

***

Entry 4:
Molecular formula: C5H10NO2
Method: DFT, ωB97M-V/def2-TZVPD

Geometry (Å):
O: 0.871 2.351 -0.091
O: -1.984 1.104 -0.920
N: 0.584 -1.155 -1.018
C: -1.010 0.527 -0.200
C: -0.757 -0.940 -0.475
C: -0.846 0.883 1.279
C: 0.201 1.266 0.311
C: 1.523 -0.586 -0.068
H: 0.747 -0.795 -2.009
H: 1.260 -1.049 0.899
H: -1.443 1.721 1.720
H: -0.659 -1.486 0.602
H: 2.485 -0.610 -0.522
H: -1.820 2.116 -1.086
H: -0.830 -0.039 1.990
H: 1.269 2.865 0.638
H: -1.639 -1.408 -0.854
H: 0.855 -2.220 -1.066

Total energy ... -10920.570 eV
HOMO level ... -12.73 eV
Energy above the lowest of the compared OMol25 structures with the same formula, charge and spin ... 528.9 kJ/mol
Charge ... +1

***

Entry 5:
Molecular formula: C5H10NO2
Method: DFT, ωB97M-V/def2-TZVPD

Geometry (Å):
O: 2.599 -0.970 -0.082
O: 1.972 2.312 0.044
N: 0.319 0.587 0.092
C: -0.686 1.394 0.803
C: 1.588 1.221 0.020
C: 0.025 0.471 -1.416
C: 0.398 -0.810 0.749
C: 1.432 -1.657 0.117
H: -1.135 2.047 -0.039
H: -0.138 2.088 1.574
H: 1.236 -2.214 -0.794
H: 0.660 1.184 -1.958
H: -1.306 0.688 1.345
H: -0.618 -1.364 0.703
H: -1.095 0.626 -1.437
H: 1.595 -2.474 0.804
H: 0.235 -0.515 -1.856
H: 0.646 -0.591 1.846

Total energy ... -10919.565 eV
HOMO level (spin up / spin down) ... -13.89 / -13.90 eV
Energy above the lowest of the compared OMol25 structures with the same formula, charge and spin ... 625.8 kJ/mol
Charge ... +1

***

Entry 6:
Molecular formula: C5H10NO2S
Method: DFT, ωB97M-V/def2-TZVPD

Geometry (Å):
S: -0.855 0.652 -0.060
O: -2.617 -0.553 0.187
O: -0.756 1.635 -1.074
N: 0.358 -0.642 -0.541
C: -0.310 1.124 1.541
C: 1.654 -0.144 -0.808
C: -0.129 -2.015 -0.137
C: -0.505 -1.515 -1.408
C: -0.191 2.445 1.744
H: -1.578 -1.113 -1.452
H: -0.002 2.988 2.703
H: 2.094 -0.190 -1.810
H: -0.239 3.036 0.957
H: 0.616 -2.767 0.109
H: -0.795 -1.872 0.695
H: 1.396 0.918 -0.617
H: 0.001 -1.960 -2.235
H: 2.424 -0.466 -0.063
H: -0.563 0.439 2.269

Total energy ... -21752.004 eV
HOMO level (spin up / spin down) ... -14.61 / -14.56 eV
Energy above the lowest of the compared OMol25 structures with the same formula, charge and spin ... 837.2 kJ/mol
Charge ... +1